1.
The following is a DFT calculation (the ωB97M-V functional and the def2-TZVPD basis) of a cluster of 2 separate species, C56H50N3 in total.

Each atom is followed by the atoms it is bonded to, with distances in Å.
CARTESIAN COORDINATES (ANGSTROEM)
1 C -3.15846 0.28964 -5.36714  C2 1.403, C20 1.402, H21 1.090
2 C -2.35856 -0.02916 -4.25976  C1 1.403, C3 1.390, H22 1.090
3 C -0.99510 -0.24755 -4.42059  C2 1.390, C4 1.415, H23 1.093
4 C -0.40157 -0.20055 -5.70451  C3 1.415, C5 1.451, C19 1.417
5 C 1.00374 -0.50331 -5.90138  C4 1.451, C6 1.375, H24 1.094
6 C 1.68806 -1.54219 -5.31558  C5 1.375, N7 1.392, C13 1.495
7 N 3.03384 -1.78590 -5.57366  C6 1.392, C8 1.464, C12 1.471
8 C 3.82154 -0.73626 -6.22198  N7 1.464, C9 1.529, H25 1.106, H26 1.097
9 C 5.31924 -0.98396 -6.04181  C8 1.529, C10 1.524, H27 1.094, H28 1.097
10 C 5.70623 -2.35340 -6.58727  C9 1.524, C11 1.524, H29 1.097, H30 1.093
11 C 4.88654 -3.42927 -5.88605  C10 1.524, C12 1.525, H31 1.094, H32 1.097
12 C 3.38999 -3.15237 -5.98470  N7 1.471, C11 1.525, H33 1.096, H34 1.109
13 C 0.98612 -2.52980 -4.44008  C6 1.495, C14 1.403, C18 1.405
14 C -0.14826 -3.19489 -4.92972  C13 1.403, C15 1.392, H35 1.093
15 C -0.81323 -4.12480 -4.13551  C14 1.392, C16 1.399, H36 1.090
16 C -0.35228 -4.39786 -2.84327  C15 1.399, C17 1.401, H37 1.091
17 C 0.77500 -3.73045 -2.34786  C16 1.401, C18 1.396, H38 1.091
18 C 1.45454 -2.80753 -3.14535  C13 1.405, C17 1.396, H39 1.094
19 C -1.21268 0.16875 -6.80638  C4 1.417, C20 1.391, H40 1.094
20 C -2.57616 0.38777 -6.63895  C1 1.402, C19 1.391, H41 1.091
21 H -4.22683 0.46285 -5.23425  C1 1.090
22 H -2.80027 -0.11482 -3.26651  C2 1.090
23 H -0.36242 -0.47959 -3.56001  C3 1.093
24 H 1.50839 0.05291 -6.69714  C5 1.094
25 H 3.59317 -0.71535 -7.30353  C8 1.106
26 H 3.54942 0.23778 -5.79637  C8 1.097
27 H 5.87400 -0.18712 -6.54586  C9 1.094
28 H 5.57044 -0.92868 -4.97559  C9 1.097
29 H 5.50849 -2.38526 -7.66550  C10 1.097
30 H 6.77409 -2.53728 -6.44094  C10 1.093
31 H 5.07908 -4.41501 -6.32073  C11 1.094
32 H 5.17377 -3.48447 -4.82877  C11 1.097
33 H 2.83729 -3.87555 -5.37356  C12 1.096
34 H 3.07456 -3.29768 -7.03792  C12 1.109
35 H -0.50633 -2.96574 -5.93694  C14 1.093
36 H -1.69738 -4.62642 -4.53022  C15 1.090
37 H -0.87397 -5.12798 -2.22211  C16 1.091
38 H 1.13182 -3.92931 -1.33676  C17 1.091
39 H 2.32745 -2.27190 -2.76148  C18 1.094
40 H -0.75278 0.23017 -7.79722  C19 1.094
41 H -3.19500 0.63460 -7.50332  C20 1.091
42 C -7.90973 4.49340 3.02043  C43 1.401, C80 1.398, H81 1.093
43 C -7.80888 4.35286 1.63040  C42 1.401, C44 1.395, H82 1.089
44 C -6.55657 4.37303 1.01586  C43 1.395, C45 1.402, H83 1.092
45 C -5.40164 4.53813 1.79317  C44 1.402, N46 1.430, C79 1.395
46 N -4.12891 4.52379 1.14074  C45 1.430, C47 1.429, C53 1.418
47 C -3.45938 5.75972 0.88369  N46 1.429, C48 1.398, C52 1.400
48 C -2.70374 6.36576 1.89191  C47 1.398, C49 1.398, H84 1.091
49 C -2.08300 7.59500 1.65020  C48 1.398, C50 1.399, H85 1.089
50 C -2.20334 8.20823 0.39846  C49 1.399, C51 1.400, H86 1.093
51 C -2.93444 7.58188 -0.61773  C50 1.400, C52 1.397, H87 1.089
52 C -3.56483 6.35829 -0.37729  C47 1.400, C51 1.397, H88 1.091
53 C -3.37230 3.32424 1.13369  N46 1.418, C54 1.406, C78 1.399
54 C -3.09100 2.70132 -0.09481  C53 1.406, C55 1.381, H89 1.090
55 C -2.35063 1.53573 -0.12918  C54 1.381, C56 1.426, H90 1.088
56 C -1.80450 0.96199 1.05705  C55 1.426, C57 1.424, C77 1.430
57 C -1.02399 -0.22364 0.94961  C56 1.424, C58 1.423, H91 1.090
58 C -0.15225 -0.74474 1.94619  C57 1.423, C59 1.430, C76 1.428
59 C 0.17825 -2.13584 1.94658  C58 1.430, C60 1.382, H92 1.089
60 C 1.00404 -2.68447 2.90925  C59 1.382, C61 1.411, H93 1.090
61 C 1.60586 -1.85842 3.88155  C60 1.411, N62 1.396, C75 1.407
62 N 2.44450 -2.41942 4.84683  C61 1.396, C63 1.433, C69 1.431
63 C 3.46508 -1.61747 5.45294  N62 1.433, C64 1.397, C68 1.402
64 C 3.19298 -0.87505 6.60468  C63 1.397, C65 1.400, H94 1.091
65 C 4.17941 -0.03289 7.13128  C64 1.400, C66 1.398, H95 1.090
66 C 5.44277 0.02930 6.53557  C65 1.398, C67 1.400, H96 1.093
67 C 5.71775 -0.73849 5.39776  C66 1.400, C68 1.396, H97 1.089
68 C 4.73039 -1.56188 4.85281  C63 1.402, C67 1.396, H98 1.092
69 C 2.11413 -3.68214 5.43236  N62 1.431, C70 1.400, C74 1.401
70 C 2.78096 -4.84452 5.02733  C69 1.400, C71 1.399, H99 1.091
71 C 2.48343 -6.06405 5.64485  C70 1.399, C72 1.399, H100 1.089
72 C 1.53726 -6.12020 6.67370  C71 1.399, C73 1.399, H101 1.094
73 C 0.85918 -4.95975 7.06153  C72 1.399, C74 1.398, H102 1.089
74 C 1.13719 -3.74167 6.43420  C69 1.401, C73 1.398, H103 1.091
75 C 1.35933 -0.47368 3.85829  C61 1.407, C76 1.386, H104 1.090
76 C 0.48282 0.06993 2.93222  C58 1.428, C75 1.386, H105 1.087
77 C -2.12642 1.60343 2.29338  C56 1.430, C78 1.390, H106 1.087
78 C -2.90236 2.75632 2.32239  C53 1.399, C77 1.390, H107 1.091
79 C -5.49633 4.68995 3.17620  C45 1.395, C80 1.400, H108 1.091
80 C -6.75386 4.65479 3.79038  C42 1.398, C79 1.400, H109 1.089
81 H -8.89059 4.47683 3.50213  C42 1.093
82 H -8.70347 4.22548 1.02331  C43 1.089
83 H -6.44519 4.25896 -0.06396  C44 1.092
84 H -2.61498 5.86468 2.85738  C48 1.091
85 H -1.50756 8.06841 2.44471  C49 1.089
86 H -1.72553 9.17418 0.21522  C50 1.093
87 H -3.01793 8.04535 -1.59942  C51 1.089
88 H -4.13943 5.84777 -1.15163  C52 1.091
89 H -3.48788 3.15495 -1.00313  C54 1.090
90 H -2.14786 1.05189 -1.08241  C55 1.088
91 H -1.16472 -0.82949 0.05465  C57 1.090
92 H -0.26011 -2.77831 1.18446  C59 1.089
93 H 1.22615 -3.75183 2.92786  C60 1.090
94 H 2.20234 -0.94017 7.05821  C64 1.091
95 H 3.95080 0.57401 8.00674  C65 1.090
96 H 6.21571 0.67746 6.95727  C66 1.093
97 H 6.69938 -0.69639 4.92850  C67 1.089
98 H 4.91599 -2.16242 3.96031  C68 1.092
99 H 3.51629 -4.77946 4.22389  C70 1.091
100 H 2.99638 -6.96811 5.32007  C71 1.089
101 H 1.32540 -7.06955 7.17355  C72 1.094
102 H 0.11245 -4.99353 7.85364  C73 1.089
103 H 0.60947 -2.82792 6.71311  C74 1.091
104 H 1.84391 0.15893 4.60199  C75 1.090
105 H 0.30198 1.14145 2.94722  C76 1.087
106 H -1.78368 1.18040 3.23405  C77 1.087
107 H -3.14436 3.24656 3.26634  C78 1.091
108 H -4.58484 4.82364 3.76065  C79 1.091
109 H -6.82090 4.75441 4.87310  C80 1.089

Summary:
- total charge = +1
- frontier orbital gap (eV) = 4.063
- highest occupied orbital energy (eV) = -8.90

2.
The following is a DFT calculation (the ωB97M-V functional and the def2-TZVPD basis) of an isolated molecule of C13H17N3O2S.

Each atom is followed by the atoms it is bonded to, with distances in Å.
CARTESIAN COORDINATES (ANGSTROEM)
1 N -2.55397 -2.96994 2.30763  C6 1.314, C8 1.377
2 N -0.31884 1.04166 0.75684  C7 1.316, C9 1.411
3 O -0.24640 -1.48910 2.17977  C10 1.358, H20 0.982
4 O -4.99427 0.17313 -0.17102  C11 1.354, H21 0.958
5 S -4.98506 -2.60454 1.46485  C6 1.740, C12 1.771
6 C -3.75158 -3.50983 2.29250  N1 1.314, S5 1.740, C15 1.474
7 C 0.73150 0.56884 0.12036  N2 1.316, C19 1.517, H22 1.076
8 C -2.51865 -1.79990 1.58183  N1 1.377, C10 1.388, C12 1.375
9 C -1.42699 0.17259 0.83609  N2 1.411, C10 1.406, C13 1.435
10 C -1.34791 -1.05698 1.51377  O3 1.358, C8 1.388, C9 1.406
11 C -3.80500 -0.19001 0.36527  O4 1.354, C12 1.414, C13 1.391
12 C -3.73492 -1.41512 1.06848  S5 1.771, C8 1.375, C11 1.414
13 C -2.67226 0.61311 0.27511  C9 1.435, C11 1.391, C16 1.474
14 N 2.72264 1.08524 -1.28913  C17 1.490, C18 1.492, C19 1.478
15 C -4.00769 -4.85141 2.84598  C6 1.474, H23 1.074, H24 1.104, H25 1.117
16 C -2.84022 1.87313 -0.47075  C13 1.474, H26 1.107, H27 1.076, H28 1.085
17 C 2.04229 1.79438 -2.40936  N14 1.490, H29 1.090, H30 1.116, H31 1.117
18 C 4.21447 1.08112 -1.29928  N14 1.492, H32 1.098, H33 1.112, H34 1.084
19 C 2.08779 1.24377 0.03664  C7 1.517, N14 1.478, H35 1.068, H36 1.083
20 H -0.45446 -2.33256 2.63673  O3 0.982
21 H -5.60392 -0.56572 -0.15936  O4 0.958
22 H 0.68353 -0.39928 -0.34670  C7 1.076
23 H -5.04082 -4.89589 3.13568  C15 1.074
24 H -3.37269 -5.06759 3.72302  C15 1.104
25 H -3.83463 -5.62879 2.06312  C15 1.117
26 H -2.05506 2.61208 -0.21923  C16 1.107
27 H -3.78068 2.31377 -0.19058  C16 1.076
28 H -2.80895 1.70179 -1.54119  C16 1.085
29 H 2.24122 2.86398 -2.34149  C17 1.090
30 H 0.93488 1.65376 -2.39933  C17 1.116
31 H 2.38570 1.38077 -3.38830  C17 1.117
32 H 4.56250 2.07683 -0.99378  C18 1.098
33 H 4.59630 0.27561 -0.63407  C18 1.112
34 H 4.56781 0.91994 -2.31099  C18 1.084
35 H 2.00584 2.27150 0.31542  C19 1.068
36 H 2.71608 0.72696 0.75122  C19 1.083

Summary:
- total charge = 0
- SMILES = Cc1nc2c(O)c(/N=C/CN(C)C)c(C)c(O)c2s1
- frontier orbital gap (eV) = 8.069
- highest occupied orbital energy (eV) = -7.55

Number 1: LUMO energy -4.84 eV. Number 2: LUMO energy 0.52 eV.